No. 1
ORCA calculation (wB97M-V/def2-TZVPD) on a cluster of 9 separate species, C18H54O9S9 in total.

Computed properties:
relative energy (zero: lowest compared OMol25 entry of this formula, charge and spin)	89.1	kcal per mole
LUMO energy	0.003	hartree
total energy	-4978.61567	hartree
gap between HOMO and LUMO	8.781	eV
max |F|	2.98	eV/Å

Positions of all 90 atoms, in Å:
C -1.9113 -7.3489 -0.6834
S -3.7304 -7.7999 -0.5420
O -4.5089 -6.5090 -0.6835
C -3.7758 -8.6477 -2.2239
H -1.7956 -6.6564 -1.5172
H -1.2942 -8.2118 -0.9336
H -1.6328 -6.7213 0.1632
H -4.7231 -9.0847 -2.5400
H -3.1045 -9.5060 -2.2531
H -3.5066 -7.9558 -3.0219
C 5.8791 2.4686 3.2146
S 4.5612 3.2102 4.3485
O 4.1762 4.4703 3.5532
C 3.3745 1.7853 3.9967
H 5.2832 2.3660 2.3077
H 6.2940 1.5270 3.5743
H 6.6969 3.1245 2.9158
H 3.0395 1.8893 2.9647
H 2.5399 2.0071 4.6617
H 3.8465 0.8126 4.1350
C 7.5165 -1.6628 -0.4540
S 7.8606 -1.5058 -2.2793
O 6.8072 -2.2808 -3.1152
C 7.2426 0.2754 -2.4468
H 6.8086 -0.8792 -0.1839
H 8.4170 -1.4861 0.1343
H 7.0838 -2.6425 -0.2514
H 7.0636 0.4447 -3.5086
H 7.9882 0.9917 -2.1017
H 6.2624 0.4348 -1.9975
C -7.4830 1.4378 -2.4312
S -5.8302 1.6764 -1.6405
O -6.0506 2.7758 -0.5985
C -5.9134 0.1810 -0.5646
H -7.4646 0.6103 -3.1405
H -7.8346 2.2749 -3.0342
H -8.2637 1.2429 -1.6959
H -5.0758 0.0817 0.1259
H -5.8265 -0.6516 -1.2627
H -6.7894 0.2735 0.0774
C 1.2770 2.1942 -6.2023
S 2.1439 3.7792 -6.4634
O 2.3345 3.9379 -7.9300
C 0.7812 5.0285 -6.0480
H 1.8852 1.3119 -6.4018
H 0.5354 2.1584 -7.0004
H 0.8759 2.1062 -5.1926
H 0.4119 4.8346 -5.0409
H -0.0936 4.9666 -6.6953
H 1.0313 6.0825 -6.1687
C -0.6526 -2.4999 -0.0642
S 0.4802 -1.7876 -1.3068
O -0.0774 -0.4714 -1.8226
C 1.6421 -1.0841 -0.0671
H -1.1842 -1.7092 0.4652
H -0.2153 -3.1036 0.7311
H -1.4818 -2.9428 -0.6159
H 1.2547 -0.1721 0.3874
H 2.6286 -1.0116 -0.5248
H 1.8701 -1.7527 0.7630
C -2.2282 3.4212 4.5243
S -2.8981 2.1583 3.4207
O -1.8150 1.1549 3.4405
C -4.1740 1.5610 4.6497
H -3.0406 4.1176 4.7321
H -1.5194 3.9564 3.8925
H -1.7182 3.0744 5.4231
H -5.0548 2.2030 4.6537
H -3.7143 1.5216 5.6372
H -4.4694 0.5119 4.6357
C -6.8087 -6.0891 3.9725
S -6.3359 -4.3503 4.3531
O -6.4818 -4.3093 5.8923
C -4.6021 -4.3558 3.7144
H -6.7844 -6.2827 2.9001
H -7.7374 -6.3671 4.4708
H -6.0111 -6.6765 4.4273
H -4.7805 -4.3944 2.6398
H -3.9259 -5.0676 4.1878
H -4.2233 -3.3594 3.9420
C 4.0487 5.0922 -0.9598
S 5.7662 5.5508 -0.4831
O 6.7775 4.8309 -1.2816
C 5.7674 7.2805 -1.2017
H 3.3450 5.7520 -0.4522
H 3.8166 4.0386 -0.8048
H 3.9984 5.3220 -2.0241
H 5.5826 7.2943 -2.2758
H 6.6516 7.8962 -1.0363
H 4.8952 7.8379 -0.8600

Mulliken atomic charge list, values in e, 4 entries: atom 1 (C): -0.894, atom 2 (S): 0.495, atom 3 (O): -0.585, atom 4 (C): -0.965

No. 2
ORCA calculation (wB97M-V/def2-TZVPD) on a structure of composition C10H24ClIIrN2OPS.

Computed properties:
relative energy (zero: lowest compared OMol25 entry of this formula, charge and spin)	0.0	kcal per mole
LUMO energy (alpha / beta)	-0.365 / -0.527	hartree
total energy	-2180.70862	hartree
spin multiplicity	6
charge	+3
gap between HOMO and LUMO (alpha / beta)	7.830 / 4.362	eV
max |F|	8.30	eV/Å

Positions of all 42 atoms, in Å:
C 3.3049 1.1028 -3.4724
I 3.1413 -1.0470 -3.0167
H 3.5812 1.6624 -2.5784
H 2.3378 1.4176 -3.8676
H 4.0530 1.1802 -4.2643
Ir 1.4294 -0.3444 -1.2500
P 2.2990 -1.8593 0.2336
C 1.9393 -3.4788 -0.5019
C 4.0843 -1.7257 0.5298
H 1.5875 -0.9223 2.3497
H 2.1507 -2.6178 2.5193
H 0.5220 -2.2647 1.8528
C 1.5635 -1.9229 1.9016
H 4.2726 -0.8574 1.1687
H 4.4211 -2.6315 1.0493
H 2.5658 -4.2302 -0.0152
H 2.1486 -3.4768 -1.5758
H 4.6373 -1.6068 -0.4087
H 0.8845 -3.7255 -0.3446
C 0.1228 -1.4347 -1.9309
O -0.7827 -2.1173 -2.2257
Cl 2.3969 1.4704 -0.0870
C -0.6519 2.1474 2.2767
N -1.8158 2.1201 1.3798
C -2.8422 3.1249 1.6533
C -1.9826 1.0623 0.5577
S -0.7796 -0.1593 0.5216
N -3.0735 0.8850 -0.2400
C -4.4415 1.3326 0.0122
C -3.0649 -0.2909 -1.1052
H -0.6848 3.0890 2.8344
H 0.2808 2.0878 1.6985
H -0.6924 1.3046 2.9837
H -3.1851 3.6060 0.7268
H -3.6822 2.6927 2.2230
H -2.3879 3.9013 2.2821
H -4.9061 1.4034 -0.9791
H -5.0005 0.5781 0.5903
H -4.5163 2.3036 0.4936
H -2.3009 -0.1998 -1.8818
H -2.8860 -1.2061 -0.5218
H -4.0470 -0.3529 -1.5714

Mulliken atomic charge list, values in e, 4 entries: atom 1 (C): -0.784, atom 2 (I): 0.279, atom 3 (H): 0.332, atom 4 (H): 0.375

No. 3
ORCA calculation (wB97M-V/def2-TZVPD) on an isolated molecule of C4H6N4.

Computed properties:
relative energy (zero: lowest compared OMol25 entry of this formula, charge and spin)	48.3	kcal per mole
LUMO energy	0.011	hartree
total energy	-374.98436	hartree
gap between HOMO and LUMO	10.182	eV
SMILES	[H]/N=C/n1cnnc1C
max |F|	7.22	eV/Å

Positions of all 14 atoms, in Å:
H -3.1979 -0.6062 0.0054
N -2.2466 -0.2716 -0.2287
C -1.1373 -0.9148 0.1271
N 0.1729 -0.6643 -0.1350
C 1.1649 -1.5841 -0.1127
N 2.3234 -0.9285 -0.0540
N 2.0820 0.4337 -0.0397
C 0.7984 0.5428 -0.1351
C 0.1530 1.9182 -0.0171
H -1.3504 -1.9372 0.4918
H 1.0242 -2.6742 -0.1112
H 0.6884 2.3656 0.8158
H 0.3696 2.5770 -0.8684
H -0.8446 1.7436 0.2617

Mulliken atomic charge list, values in e, 4 entries: atom 1 (H): 0.256, atom 2 (N): -0.588, atom 3 (C): 0.110, atom 4 (N): 0.012

No. 4
ORCA calculation (wB97M-V/def2-TZVPD) on the ion C3H7FN3 with charge +1.

Computed properties:
relative energy (zero: lowest compared OMol25 entry of this formula, charge and spin)	63.5	kcal per mole
LUMO energy	-0.148	hartree
total energy	-382.29200	hartree
charge	+1
gap between HOMO and LUMO	11.276	eV
SMILES	CC(=[NH2+])N1N[C@@H]1F
max |F|	3.89	eV/Å

Positions of all 14 atoms, in Å:
C -1.2454 -1.1408 0.0246
C -0.6675 0.1805 -0.1896
N -1.3717 1.1100 -0.7442
N 0.4947 0.2919 0.4558
N 1.7981 1.1552 0.1291
C 1.8505 -0.1784 0.4640
F 2.1695 -0.9435 -0.5938
H -1.2280 -1.6256 -0.9420
H -0.4763 -1.7570 0.6443
H -2.2549 -1.1862 0.5107
H -2.3497 0.8119 -0.9217
H -1.0639 1.9667 -1.0100
H 2.0860 1.9319 0.6721
H 2.2587 -0.6167 1.5007

Mulliken atomic charge list, values in e, 4 entries: atom 1 (C): -1.113, atom 2 (C): 0.663, atom 3 (N): -0.247, atom 4 (N): -0.043

No. 5
ORCA calculation (wB97M-V/def2-TZVPD) on a structure of composition C3H4I2.

Computed properties:
relative energy (zero: lowest compared OMol25 entry of this formula, charge and spin)	57.1	kcal per mole
LUMO energy	-0.009	hartree
total energy	-711.96273	hartree
gap between HOMO and LUMO	8.848	eV
max |F|	3.91	eV/Å

Positions of all 9 atoms, in Å:
C -0.8612 0.4488 0.6270
C -0.0466 -0.5003 0.1812
C 1.8583 0.0561 -0.6189
I 3.0094 -1.5986 0.0216
I 2.3813 1.9950 0.0250
H -1.9259 0.3803 0.8895
H -0.5069 1.5811 0.6428
H -0.3310 -1.5691 -0.0439
H 1.6649 0.2543 -1.7265

Mulliken atomic charge list, values in e, 4 entries: atom 1 (C): -0.494, atom 2 (C): -0.013, atom 3 (C): -0.714, atom 4 (I): 0.124

No. 6
ORCA calculation (wB97M-V/def2-TZVPD) on a cluster of 2 separate species, C2H4O2 in total.

Computed properties:
relative energy (zero: lowest compared OMol25 entry of this formula, charge and spin)	31.4	kcal per mole
LUMO energy	0.034	hartree
total energy	-229.05646	hartree
gap between HOMO and LUMO	11.195	eV
max |F|	1.42	eV/Å

Positions of all 8 atoms, in Å:
C 0.9450 0.3639 -0.4393
O 0.5120 0.9326 0.7770
C -1.9626 -0.8329 0.6293
O -2.2980 -1.9131 0.5615
H 0.1252 -0.0832 -1.0204
H 1.6849 -0.4234 -0.2501
H 1.4162 1.1330 -1.0623
H -0.4276 0.7542 0.8839

Mulliken atomic charge list, values in e, 4 entries: atom 1 (C): -0.506, atom 2 (O): -0.456, atom 3 (C): 0.040, atom 4 (O): -0.110

No. 7
ORCA calculation (wB97M-V/def2-TZVPD) on an isolated molecule of C4H9NO3.

Computed properties:
relative energy (zero: lowest compared OMol25 entry of this formula, charge and spin)	98.2	kcal per mole
LUMO energy	-0.002	hartree
total energy	-438.17256	hartree
gap between HOMO and LUMO	8.625	eV
SMILES	CC(C)([NH2+]O)C(=O)[O-]
max |F|	3.85	eV/Å

Positions of all 17 atoms, in Å:
C 1.0696 -0.3731 0.8326
C 0.0645 -0.0806 -0.2487
C -1.2384 -0.7228 0.3103
N -0.1991 1.3577 -0.4086
O -0.4267 1.9890 0.8216
C 0.6375 -0.8013 -1.5191
O 0.9635 -0.0475 -2.4759
O 0.5521 -2.0213 -1.6055
H 1.9670 0.2572 0.7472
H 1.3716 -1.4913 0.8102
H 0.5176 -0.2269 1.8399
H -1.6407 0.0493 0.9789
H -1.1295 -1.7449 0.6216
H -2.0023 -0.8712 -0.4264
H -1.0103 1.5207 -1.0025
H 0.6657 1.7542 -0.8824
H -0.1621 1.4527 1.6068

Mulliken atomic charge list, values in e, 4 entries: atom 1 (C): -1.443, atom 2 (C): 0.611, atom 3 (C): -1.440, atom 4 (N): 0.247

No. 8
ORCA calculation (wB97M-V/def2-TZVPD) on a structure of composition H26NeO13.

Computed properties:
relative energy (zero: lowest compared OMol25 entry of this formula, charge and spin)	25.0	kcal per mole
LUMO energy	-0.027	hartree
total energy	-1122.66030	hartree
gap between HOMO and LUMO	9.808	eV
max |F|	0.84	eV/Å

Positions of all 40 atoms, in Å:
Ne 0.1236 0.0023 0.0174
O -0.8277 -3.2958 1.6625
H -0.8924 -2.5380 2.2437
H -1.2401 -3.0092 0.8477
O 0.9653 -2.9235 -0.8592
H 0.7207 -2.1588 -1.3804
H 0.3435 -2.9268 -0.1315
O -2.6852 1.3375 -2.0113
H -3.0115 0.8452 -1.2581
H -3.4160 1.3428 -2.6294
O -3.8568 -0.1977 0.0316
H -4.6748 0.2734 -0.1267
H -3.7145 -0.1213 0.9750
O 2.6469 1.1845 2.9644
H 2.8667 0.6566 2.1968
H 2.5221 0.5464 3.6668
O 0.8007 -1.0381 -3.0566
H 0.6612 -0.0980 -2.9424
H -0.0547 -1.3774 -3.3199
O -1.7256 -1.1539 3.1952
H -1.2277 -0.3370 3.2270
H -2.6371 -0.8760 3.1053
O 0.7549 3.2192 2.0997
H 1.1630 3.3067 1.2383
H 1.2332 2.5048 2.5204
O -0.0419 1.7693 -3.1073
H -0.3945 2.3070 -3.8164
H -0.7756 1.6585 -2.5026
O 1.4603 2.7932 -0.9283
H 1.1934 2.4728 -1.7899
H 1.6478 3.7218 -1.0650
O 4.2059 2.1156 -0.1568
H 4.2915 1.5760 -0.9428
H 3.2737 2.0809 0.0578
O -2.3789 -2.3815 -0.8081
H -2.9446 -1.6176 -0.6959
H -2.1781 -2.3960 -1.7439
O 2.7251 -2.0559 1.6898
H 3.1122 -2.7332 2.2444
H 1.9659 -2.4790 1.2887

Mulliken atomic charge list, values in e, 4 entries: atom 1 (Ne): 0.007, atom 2 (O): -0.623, atom 3 (H): 0.386, atom 4 (H): 0.271